Entry 1:
22
Properties=species:S:1:pos:R:3 method="wB97M-V/def2-TZVPD" e_lumo_ev=0.15 charge=0 orbital_gap_ha=0.326 e_above_lowest_kcal_mol=29.6 energy_ha=-1270.78348
C -1.2732 -1.4369 1.5605
C -0.3188 -1.6815 2.5875
C 1.3887 -2.0769 1.1080
C -0.7326 -2.1034 -1.7956
C -0.8806 -1.7602 0.2964
C 0.4632 -2.0747 -0.0168
C -0.5536 3.3937 -0.3608
C 1.0892 1.2172 -1.4610
N 0.9998 -1.8206 2.3189
N -1.6143 -1.8585 -0.9032
N 0.5396 -2.0958 -1.4234
S 0.4111 1.6386 -3.0459
S 0.7008 2.1328 -0.1252
H -2.3081 -1.2534 1.8110
H -0.5623 -1.5122 3.6353
H 2.4462 -2.4178 0.9007
H -0.9010 -2.2159 -2.8193
H -0.1347 4.4334 -0.6700
H -0.8702 3.4145 0.7078
H -1.3739 3.0991 -1.0992
H 1.3649 -2.1678 -1.9425
H 1.0502 0.6164 -3.7662



Entry 2:
20
Properties=species:S:1:pos:R:3 method="wB97M-V/def2-TZVPD" e_lumo_ev=-0.20 charge=0 smiles="CC#C[C@@]1(C)C=NC(=O)NC1=O" orbital_gap_ha=0.352 e_above_lowest_kcal_mol=61.9 energy_ha=-569.54514
C -0.3815 0.7771 0.3280
C -0.3578 1.6109 1.1778
C 0.4292 -0.1276 -1.8534
C 0.0567 -1.4886 0.2697
C 2.2765 -0.9111 -0.7114
C -0.4776 -0.2777 -0.6781
C -0.2384 2.5836 2.2217
C -1.8909 -0.6445 -1.1108
N 1.6823 -0.3913 -1.8660
N 1.3852 -1.7094 0.1675
O -0.6347 -2.0338 1.0882
O 3.4093 -0.8291 -0.4840
H 0.1049 -0.1154 -2.8493
H 0.9412 2.5252 2.3891
H -0.8158 2.1806 3.1210
H -0.5670 3.5802 1.8973
H -2.6832 -0.4932 -0.3332
H -1.7979 -1.7805 -1.4137
H -2.4250 -0.1307 -2.0529
H 1.9848 -2.3245 0.6923



Entry 3:
9
Properties=species:S:1:pos:R:3 method="wB97M-V/def2-TZVPD" e_lumo_ev=-0.02 charge=0 orbital_gap_ha=0.369 e_above_lowest_kcal_mol=94.4 energy_ha=-1135.57692
B 0.4269 -0.0740 -0.1069
C -1.0671 0.1125 -0.5452
O 1.4241 0.0552 -0.8869
O 0.6708 -0.7982 1.9543
Cl -1.5230 1.6247 0.2163
Cl -1.5862 0.2272 -2.2541
H -1.7779 -0.7511 -0.2132
H 2.2419 -0.3620 -0.5926
H 1.1904 -0.0342 2.4284



Entry 4:
22
Properties=species:S:1:pos:R:3 method="wB97M-V/def2-TZVPD" e_lumo_ev="-1.76 / -3.63" spin_multiplicity=7 charge=0 orbital_gap_ha="0.221 / 0.241" energy_ha=-1077.94448
Rh -1.7777 -0.0166 0.5359
Cl -4.1410 0.4611 1.0087
C -1.8401 -0.9906 -1.2552
C -1.4102 1.8511 -0.2232
H -2.1902 -0.3122 -2.0397
H -1.1292 -1.7009 -1.7093
H -2.7443 -1.5777 -0.9989
H -1.6655 1.9349 -1.2890
H -0.5022 2.4478 -0.0398
H -2.2512 2.3365 0.3139
Mo 0.5763 -0.5174 -0.0905
C 1.4446 0.9010 1.1265
C 1.0348 0.3694 -1.7575
H 1.7424 1.7797 0.5470
H 0.6358 1.2057 1.8082
H 2.2820 0.5843 1.7569
H 1.1576 1.4833 -1.6518
H 0.7353 0.0732 -2.7716
O 2.1393 -2.6602 2.9547
N 2.6363 -2.6802 1.8640
O 3.7183 -3.0299 1.4759
O 1.5490 -1.9421 0.4349



Entry 5:
20
Properties=species:S:1:pos:R:3 method="wB97M-V/def2-TZVPD" e_lumo_ev=0.88 charge=0 smiles="C=C[C@]1(C(C)C)CS1" orbital_gap_ha=0.352 e_above_lowest_kcal_mol=43.0 energy_ha=-672.04841
C 1.4703 0.2638 1.2404
C 0.6070 0.9753 0.2343
C 1.3036 1.1901 -1.1525
C -0.6626 0.0605 0.0523
C -1.7004 0.2421 1.1189
C -0.4799 -1.3210 -0.5447
C -1.4228 -2.0492 -1.1928
H 2.4011 0.7706 1.4363
H 1.7289 -0.7767 0.9286
H 0.9603 0.1524 2.1480
H 0.2510 1.9837 0.6300
H 0.6931 1.8289 -1.7916
H 1.4335 0.2386 -1.6876
H 2.2819 1.7218 -0.9582
H -1.3033 0.8488 1.9726
H -2.2720 -0.6958 1.4702
H 0.5206 -1.7798 -0.5324
H -1.1354 -2.9207 -1.7818
H -2.4716 -1.7489 -1.1743
S -2.2032 1.0154 -0.4156



Entry 6:
14
Properties=species:S:1:pos:R:3 method="wB97M-V/def2-TZVPD" e_lumo_ev=-10.03 charge=+2 orbital_gap_ha=0.358 e_above_lowest_kcal_mol=38.5 energy_ha=-357.29506
C 1.2944 -2.3334 -0.8472
C -0.3829 1.1391 -0.2673
C 0.2646 -1.1074 0.1836
N -0.0943 2.3068 -0.7431
N -0.3830 -1.4489 1.2380
N 0.3250 0.0189 -0.5322
O 1.8240 -1.8465 -1.7222
H 1.3249 -3.3573 -0.5447
H -1.2205 1.2239 0.3596
H -0.5870 3.2034 -0.5207
H 0.5920 2.6427 -1.4247
H -0.4497 -2.4115 1.4830
H -0.8691 -0.9453 1.9463
H 0.9766 0.1496 -1.3555



Entry 7:
17
Properties=species:S:1:pos:R:3 method="wB97M-V/def2-TZVPD" e_lumo_ev=0.80 charge=0 smiles="CC[C@@H](O)CC=O" orbital_gap_ha=0.392 e_above_lowest_kcal_mol=32.9 energy_ha=-346.97302
C -0.5304 0.4990 -2.1638
C -0.1059 -0.3051 -0.9405
C 0.2445 0.5928 0.2496
O -0.8658 1.3794 0.6563
C 0.8633 -0.1586 1.4282
C 0.1322 -1.3669 1.9539
O -0.9466 -1.7588 1.5805
H -0.7093 -0.1617 -3.0184
H -1.4417 1.0694 -1.9625
H 0.2536 1.2080 -2.4515
H -0.8935 -1.0028 -0.6469
H 0.7757 -0.9094 -1.1966
H 0.9995 1.3150 -0.0913
H -1.1746 1.0658 1.5133
H 0.9579 0.5268 2.2820
H 1.8852 -0.4817 1.1960
H 0.6624 -1.9053 2.7690



Entry 8:
36
Properties=species:S:1:pos:R:3 method="wB97M-V/def2-TZVPD" e_lumo_ev=0.40 charge=0 smiles="C=CC(N)=C(C)C.O.O.O.O.O.O" orbital_gap_ha=0.309 e_above_lowest_kcal_mol=55.3 energy_ha=-748.54393
C 0.1020 2.1961 0.6612
N 0.1487 -0.5388 -0.1288
C 1.2501 -0.0062 0.6146
C 1.2824 1.2820 0.9515
C 2.3977 1.9588 1.6853
C 2.1000 -2.0757 1.6356
C 2.2766 -1.0902 0.7884
H -0.6115 2.1557 1.4861
H -0.4685 1.8355 -0.1825
H 0.5049 3.1928 0.4626
H 0.0808 -1.5406 -0.1423
H -0.7766 -0.1724 0.0573
H 2.2220 3.0494 1.7132
H 2.3612 1.7671 2.7605
H 3.3830 1.9009 1.2322
H 2.7155 -2.9395 1.8428
H 1.3134 -2.0850 2.3948
H 3.0450 -0.9759 0.0213
H 1.2677 -1.0671 -2.8930
H 0.2182 -0.0572 -3.3764
O 0.4859 -0.9964 -3.4325
H -0.6221 -2.2701 -2.8916
H -0.7827 -3.4468 -2.0098
O -1.2968 -2.6785 -2.3039
H -1.6777 1.9962 -2.8636
H -0.3996 1.5102 -2.0597
O -0.8572 1.5241 -2.9131
H -2.3095 -0.0057 -3.1439
H -2.5355 -1.2815 -2.2838
O -2.8212 -0.3734 -2.4485
H -4.0690 -0.7910 1.3671
H -2.8792 -0.9307 0.3611
O -3.1239 -0.8915 1.2807
H -0.1522 0.3934 4.5643
H -1.0678 0.5186 3.2115
O -0.7043 0.9335 3.9810



Entry 9:
10
Properties=species:S:1:pos:R:3 method="wB97M-V/def2-TZVPD" e_lumo_ev=-4.45 charge=+1 orbital_gap_ha=0.425 e_above_lowest_kcal_mol=49.6 energy_ha=-263.63524
C -1.2349 -0.2486 -1.1261
C 1.8646 0.2291 1.2887
N -1.2347 -1.1034 -1.9459
N -1.0611 0.6563 -0.3057
O 0.6987 0.3100 1.5143
H 2.5217 0.0335 2.1152
H 2.2166 -0.0358 0.3008
H -1.8524 -1.8765 -2.1377
H -0.2506 0.5705 0.6004
H -1.6679 1.4648 -0.3040



Entry 10:
62
Properties=species:S:1:pos:R:3 method="wB97M-V/def2-TZVPD" e_lumo_ev=0.55 charge=0 orbital_gap_ha=0.275 e_above_lowest_kcal_mol=15.1 energy_ha=-1832.24619
Mg 0.1953 0.0538 -0.3602
N 3.7451 1.3774 3.4187
C 3.2109 1.2388 2.1801
O 3.2100 0.1737 1.5890
C 2.6611 2.5072 1.5527
C 1.5499 2.2169 0.5811
H 4.1341 0.5669 3.8685
H 3.6715 2.2363 3.9313
H 3.4905 2.9886 1.0280
H 2.2994 3.2014 2.3136
H 1.8504 1.3113 0.0171
H 1.4082 3.0170 -0.1486
C 0.6690 2.9699 -3.5015
Si 1.2797 1.2134 -3.3217
C 1.6089 0.4886 -5.0103
C 2.9417 1.2934 -2.4533
N 0.2224 0.2212 -2.3919
C -1.0077 -0.1839 -2.8794
C -1.6857 0.3187 -4.0084
C -2.9296 -0.1587 -4.3998
C -3.5793 -1.1606 -3.6909
C -2.9536 -1.6862 -2.5645
C -1.7272 -1.1896 -2.2150
F -1.0988 -1.7046 -1.0925
H 1.4918 3.6550 -3.7295
H 0.2048 3.2837 -2.5609
H -0.0789 3.0781 -4.2911
H 2.0814 1.2309 -5.6625
H 0.7006 0.1351 -5.5035
H 2.2902 -0.3632 -4.9202
H 3.7227 1.4582 -3.2015
H 3.1848 0.3646 -1.9272
H 3.0012 2.1211 -1.7404
H -1.2257 1.1151 -4.5807
H -3.4010 0.2696 -5.2760
H -4.5508 -1.5225 -3.9981
H -3.4013 -2.4685 -1.9648
C -3.1109 -0.6516 3.8185
C -3.2458 -0.1463 2.3969
N -1.9932 -0.3122 1.6655
C -1.0168 -1.1894 2.0260
N 0.0903 -1.1609 1.3402
C 1.1369 -2.1364 1.6566
C 1.1173 -2.5468 3.1127
C -0.2741 -3.0527 3.4342
N -1.2532 -2.0363 3.0671
C -2.5367 -2.0527 3.7566
H -4.0731 -0.6541 4.3315
H -2.4241 -0.0077 4.3749
H -3.5028 0.9109 2.3683
H -4.0485 -0.6890 1.8908
H -1.6254 0.5408 1.1895
H 2.1019 -1.7066 1.3934
H 0.9995 -3.0345 1.0385
H 1.3512 -1.6872 3.7472
H 1.8568 -3.3259 3.3023
H -0.3895 -3.2465 4.5009
H -0.4684 -3.9946 2.9095
H -2.3658 -2.4474 4.7575
H -3.2394 -2.7303 3.2569
O 0.3663 1.9964 1.3029
O -0.6386 1.6931 0.2760



Entry 11:
16
Properties=species:S:1:pos:R:3 method="wB97M-V/def2-TZVPD" e_lumo_ev="-3.99 / -9.37" spin_multiplicity=2 charge=+1 orbital_gap_ha="0.327 / 0.128" e_above_lowest_kcal_mol=53.6 energy_ha=-341.78401
N -0.7113 -0.6443 -1.4650
C -1.1083 -1.9548 -1.9824
O -0.0254 -2.4679 -2.8069
H -0.8718 0.0175 -2.2363
H -1.2596 -0.1231 -0.7571
H -1.2409 -2.6438 -1.1307
H -1.9325 -1.7913 -2.6861
H 0.6521 -1.7813 -2.8082
N 1.3555 1.1276 2.7825
C 0.5713 1.8886 1.8048
O -0.1565 1.1500 0.8413
H 2.3489 1.3059 2.6581
H 1.0239 0.6096 3.6149
H 0.0227 2.5550 2.4643
H 1.2820 2.4837 1.2463
H 0.0500 0.2685 0.4605



Entry 12:
65
Properties=species:S:1:pos:R:3 method="wB97M-V/def2-TZVPD" e_lumo_ev=-5.43 charge=+1 orbital_gap_ha=0.194 energy_ha=-4792.88173
O -5.9774 3.7445 -1.8304
C -5.5948 2.6388 -1.8585
Cl -5.5593 1.6393 -0.4415
C -5.0475 2.0290 -3.1432
N -3.9628 2.9283 -3.6067
C -2.7363 2.7115 -3.1512
C -1.7239 3.5910 -3.5543
C -2.0914 4.6116 -4.3842
P -0.8092 5.8531 -4.9361
O -1.6676 7.2138 -4.6483
Br -0.9600 5.6615 -7.1415
C -3.4300 4.7244 -4.7927
N -4.3697 3.8991 -4.4106
H -4.6077 1.0598 -2.9516
H -5.8136 1.9500 -3.9016
H -2.5111 1.8921 -2.4866
H -0.6935 3.4688 -3.2593
H -2.4401 7.0286 -4.1001
H -3.6950 5.5453 -5.4444
C 1.3650 -3.4196 -2.1007
O 1.6643 -2.0473 -2.2472
C 0.6642 -1.3448 -2.9509
C 0.7177 0.1268 -2.6105
O 0.1255 0.4644 -1.3583
C 0.8386 0.0857 -0.1786
C 2.0625 0.9266 0.0905
O 3.1375 0.5238 -0.7392
C 4.1047 1.5378 -0.9020
H 1.2914 -3.9149 -3.0750
H 2.1753 -3.8745 -1.5366
H 0.4290 -3.5594 -1.5474
H -0.3298 -1.7402 -2.7043
H 0.8409 -1.4711 -4.0289
H 0.1107 0.6644 -3.3481
H 1.7368 0.5103 -2.6809
H 1.0820 -0.9763 -0.1898
H 0.1382 0.2499 0.6420
H 2.3594 0.7938 1.1391
H 1.8245 1.9844 -0.0818
H 3.6606 2.4356 -1.3498
H 4.8720 1.1577 -1.5726
H 4.5677 1.8010 0.0551
C 3.9959 -3.8408 4.2009
O 2.8683 -3.1534 4.6956
C 2.8806 -1.7790 4.3576
C 1.4824 -1.2055 4.3860
O 0.7016 -1.5242 3.2396
C 0.2144 -2.8563 3.1400
C -0.9275 -3.1691 4.0803
O -0.4481 -3.4090 5.3894
C -1.4373 -3.2052 6.3737
H 4.9225 -3.4415 4.6283
H 3.8991 -4.8851 4.4894
H 4.0437 -3.7805 3.1071
H 3.3102 -1.6359 3.3580
H 3.5017 -1.2452 5.0901
H 1.5746 -0.1170 4.3689
H 0.9631 -1.4755 5.3065
H 1.0214 -3.5825 3.2469
H -0.1694 -2.9380 2.1196
H -1.4451 -4.0724 3.7273
H -1.6355 -2.3308 4.0803
H -1.8136 -2.1758 6.3440
H -0.9779 -3.3798 7.3439
H -2.2730 -3.9024 6.2454